Record 1
Below is a molecular structure, C2H4AgMgO2 in a non-equilibrium geometry, with properties calculated with ωB97M-V/def2-TZVPD.

charge = +1

XYZ file:
```
10
C2H4AgMgO2, DFT ωB97M-V/def2-TZVPD
O -0.087 -0.855 -0.022
C -0.873 0.239 -0.274
C -0.085 1.507 -0.179
O 1.121 1.484 0.050
H -1.723 0.350 0.432
H -1.334 0.239 -1.285
H -0.576 2.458 -0.446
Mg 1.837 -0.435 0.385
Ag 0.401 -3.173 -0.111
H 1.317 -1.813 1.450
```

=====

Record 2
Below is C2H4Br2 in the gas phase in a non-equilibrium geometry, with properties calculated with ωB97M-V/def2-TZVPD.

SMILES = BrCCBr
charge = 0

XYZ file:
```
8
C2H4Br2, DFT ωB97M-V/def2-TZVPD
Br 0.685 -17.484 -7.699
C -0.485 -18.684 -6.574
C -1.550 -17.813 -5.898
Br -2.751 -18.994 -4.849
H 0.056 -19.301 -5.857
H -0.947 -19.426 -7.226
H -2.159 -17.292 -6.636
H -1.174 -17.108 -5.157
```

=====

Record 3
Below is 2 unconnected molecules or ions with the total composition C2H4Br2Cl in a non-equilibrium geometry, with properties calculated with ωB97M-V/def2-TZVPD.

charge = -1

XYZ file:
```
9
C2H4Br2Cl, DFT ωB97M-V/def2-TZVPD
Br -0.769 1.445 -1.994
Br -0.363 2.051 1.521
C -0.581 0.130 -0.596
C 0.351 0.580 0.500
H -1.596 -0.091 -0.216
H -0.192 -0.789 -1.075
H 0.527 -0.247 1.214
H 1.334 0.901 0.106
Cl 1.288 -3.980 0.539
```

=====

In order of appearance, E_tot = -575.8590, -5226.6290, -5686.9079 Ha.
In order of appearance, HOMO energy = -13.4, -10.5, -3.8 eV.